<i>
Entry from the Open Molecules 2025 dataset: a 2-piece molecular cluster, CH5PS overall (ωB97M-V/def2-TZVPD).

Element x y z (Å)
1 C -1.304 -0.294 -0.827
2 P 1.072 0.234 0.695
3 S 0.995 0.861 2.511
4 H -0.619 -0.499 -1.515
5 H -1.722 -1.176 -0.388
6 H -1.552 0.598 -0.433
7 H 1.247 1.207 -0.363
8 H 1.883 -0.932 0.319

Output
Kohn-Sham gap (alpha / beta) in Eh: 0.277 / 0.290
Highest occupied orbital energy (alpha / beta) in eV: -8.6 / -8.1

<ii>
Entry from the Open Molecules 2025 dataset: a 2-piece molecular cluster, CH5PS overall (ωB97M-V/def2-TZVPD).

Element x y z (Å)
1 C -1.741 0.291 0.183
2 P 3.290 0.051 0.018
3 S -0.040 -0.458 0.135
4 H -1.553 1.218 -0.368
5 H -2.663 -0.244 -0.254
6 H -1.852 0.451 1.347
7 H 3.597 -0.671 1.227
8 H 3.011 1.286 0.950

Output
Kohn-Sham gap (alpha / beta) in Eh: 0.300 / 0.238
Highest occupied orbital energy (alpha / beta) in eV: -9.3 / -8.5

Pick <i>: it beats the second-best structure by 0.481 eV.

<i>
Entry from the Open Molecules 2025 dataset: a 2-piece molecular cluster, C12H12 overall (ωB97M-V/def2-TZVPD).

Element x y z (Å)
1 C 0.038 3.666 0.828
2 C 0.633 2.999 1.896
3 C 0.018 2.310 2.807
4 C -1.333 2.691 2.994
5 C -1.901 3.389 1.939
6 C -1.299 3.924 0.894
7 H 0.740 3.765 -0.007
8 H 1.716 2.755 1.771
9 H 0.417 1.292 3.326
10 H -2.154 2.105 3.503
11 H -3.055 3.658 1.852
12 H -1.770 4.667 0.374
13 C 1.375 -2.470 -2.829
14 C 2.123 -3.203 -1.793
15 C 1.331 -3.963 -1.032
16 C -0.065 -3.766 -0.834
17 C -0.739 -2.920 -1.678
18 C -0.035 -2.355 -2.830
19 H 1.950 -2.071 -3.534
20 H 3.233 -2.839 -1.865
21 H 1.679 -4.743 -0.352
22 H -0.545 -4.357 0.004
23 H -1.829 -2.737 -1.721
24 H -0.529 -1.796 -3.713

Output
Kohn-Sham gap in Eh: 0.367
Highest occupied orbital energy in eV: -9.2

<ii>
Entry from the Open Molecules 2025 dataset: a 2-piece molecular cluster, C12H12 overall (ωB97M-V/def2-TZVPD).

Element x y z (Å)
1 C -2.407 -2.414 -0.303
2 C -1.814 -1.321 -0.827
3 C -0.643 -0.866 -0.328
4 C 0.242 -1.557 0.520
5 C -0.368 -2.774 0.946
6 C -1.593 -3.200 0.586
7 H -3.418 -2.762 -0.628
8 H -2.324 -0.393 -1.192
9 H -0.454 0.386 -0.444
10 H 1.233 -1.087 1.006
11 H 0.273 -3.437 1.593
12 H -2.093 -4.083 1.006
13 C 2.024 1.332 0.732
14 C 0.673 1.209 0.937
15 C -0.192 1.749 -0.013
16 C 0.148 2.609 -1.024
17 C 1.507 2.896 -1.091
18 C 2.422 2.126 -0.288
19 H 3.022 1.060 1.363
20 H 0.281 0.644 1.794
21 H -1.314 1.503 0.158
22 H -0.547 2.945 -1.915
23 H 1.858 3.905 -1.458
24 H 3.483 2.581 -0.365

Output
Kohn-Sham gap in Eh: 0.337
Highest occupied orbital energy in eV: -8.5

Pick <i>: it beats the second-best structure by 0.987 eV.

<i>
Entry from the Open Molecules 2025 dataset: a 2-piece molecular cluster, C12H12 overall (ωB97M-V/def2-TZVPD).

Element x y z (Å)
1 C -2.112 -0.017 -0.243
2 C -2.853 -1.095 -0.449
3 C -4.161 -1.088 -0.228
4 C -4.879 -0.008 0.242
5 C -4.074 1.108 0.415
6 C -2.775 1.119 0.413
7 H -0.987 -0.103 -0.516
8 H -2.415 -2.121 -0.678
9 H -4.775 -1.904 -0.592
10 H -6.016 0.109 -0.316
11 H -4.570 2.066 0.851
12 H -2.198 2.055 0.704
13 C 3.945 -1.302 0.393
14 C 2.583 -0.894 0.627
15 C 2.206 0.281 -0.001
16 C 3.102 1.305 -0.375
17 C 4.472 1.019 -0.191
18 C 4.854 -0.346 0.051
19 H 4.072 -2.394 0.500
20 H 1.828 -1.711 0.751
21 H 1.113 0.436 0.106
22 H 2.675 2.349 -0.803
23 H 5.074 1.856 -0.493
24 H 5.893 -0.720 -0.166

Output
Kohn-Sham gap in Eh: 0.373
Highest occupied orbital energy in eV: -9.3

<ii>
Entry from the Open Molecules 2025 dataset: a 2-piece molecular cluster, C12H12 overall (ωB97M-V/def2-TZVPD).

Element x y z (Å)
1 C -1.394 -0.641 -1.906
2 C -0.662 -1.004 -0.793
3 C 0.000 0.000 0.000
4 C -0.096 1.385 -0.351
5 C -0.842 1.721 -1.529
6 C -1.436 0.723 -2.314
7 H -1.884 -1.447 -2.468
8 H -0.497 -2.011 -0.388
9 H 0.404 -0.458 0.912
10 H 0.401 2.202 0.188
11 H -0.908 2.753 -1.900
12 H -2.058 1.066 -3.152
13 C -1.809 2.362 -7.999
14 C -3.012 3.036 -7.615
15 C -3.546 2.871 -6.375
16 C -2.755 2.378 -5.358
17 C -1.481 1.859 -5.649
18 C -1.005 1.839 -6.955
19 H -1.541 2.220 -9.054
20 H -3.691 3.540 -8.314
21 H -4.552 3.228 -6.119
22 H -3.265 2.233 -4.396
23 H -0.928 1.282 -4.896
24 H -0.073 1.336 -7.245

Output
Kohn-Sham gap in Eh: 0.375
Highest occupied orbital energy in eV: -9.2

Pick <ii>: it beats the second-best structure by 2.500 eV.